32
Properties=species:S:1:pos:R:3:forces:R:3:nbo_charge:R:1 method="wB97M-V/def2-TZVPD" e_tot_ev=-568883.7200 gap_ev=8.6 relative_energy_kj_mol=1202.81 e_lumo_ev=0.1
Br 2.616 1.797 -3.726 -0.90 0.73 0.25 -0.051
C 1.248 3.075 -2.954 0.33 -0.86 0.55 -0.408
C 1.436 3.090 -1.462 0.67 0.21 0.78 -0.478
Br 0.612 1.473 -0.656 1.17 7.21 -8.61 0.048
H 0.268 2.618 -3.091 0.13 0.49 -1.02 0.235
H 1.476 4.056 -3.370 -0.39 -0.29 -0.31 0.235
H 1.069 3.959 -0.916 -0.35 0.13 -0.46 0.224
H 2.512 3.069 -1.289 -0.10 -0.31 0.51 0.229
Br 1.781 -4.698 -1.572 -0.50 -2.22 -0.58 0.022
C 0.018 -4.595 -0.621 -2.28 -6.96 -1.26 -0.457
C -0.514 -6.097 -0.354 0.48 0.63 0.28 -0.421
Br -2.415 -6.151 0.306 1.03 0.33 -0.58 -0.040
H -0.719 -4.103 -1.256 0.33 -0.19 -0.04 0.228
H 0.149 -4.012 0.291 -1.48 -3.99 0.72 0.202
H 0.008 -6.605 0.456 0.17 0.40 -0.01 0.220
H -0.419 -6.763 -1.211 -0.39 0.36 -0.16 0.227
Br -3.852 2.733 1.484 0.70 -0.10 0.34 -0.055
C -1.945 2.218 1.885 -0.70 2.59 -0.71 -0.452
C -1.001 3.544 1.950 -1.81 -0.18 1.39 -0.402
Br -1.546 4.889 3.374 0.06 -0.81 -1.24 -0.031
H -1.657 1.702 0.969 -0.71 0.02 0.38 0.216
H -1.940 1.601 2.783 -0.08 0.32 -0.23 0.236
H -0.895 3.975 0.954 -0.36 0.33 0.26 0.219
H -0.022 3.257 2.333 -0.89 1.76 0.37 0.192
Br 0.830 -2.632 -0.149 1.48 11.33 1.24 0.100
C 0.600 -0.651 -0.038 2.50 -3.07 2.21 -0.546
C 0.309 -0.351 1.457 -0.66 -0.18 -1.49 -0.491
Br 0.475 1.547 1.811 3.34 -3.66 6.50 0.076
H -0.104 -0.184 -0.727 -0.95 -2.80 0.05 0.224
H 1.565 -0.261 -0.363 0.00 -1.57 0.54 0.234
H 0.821 -0.966 2.197 0.22 0.32 -0.33 0.252
H -0.765 -0.535 1.504 -0.08 0.02 0.66 0.214